31
Properties=species:S:1:pos:R:3:nbo_charge:R:1 method="wB97M-V/def2-TZVPD" total_charge=+2 gap_ha=0.1828 e_lumo_ha=-0.394 spin_multiplicity=1
In 2.3327 0.1336 2.9787 0.983
Nb -1.2289 0.7982 -0.3584 1.431
O 2.2692 0.9103 -0.0560 -0.554
O -3.6023 1.4058 1.6767 -0.819
N -3.9255 -0.8529 0.6130 -0.978
N -2.4590 1.0503 -2.1110 -1.044
C 0.4925 -1.9515 -0.0695 -0.405
C 1.8579 -1.4137 -0.6445 -0.447
C -0.7864 -1.3841 -0.7971 -0.847
C 3.2603 1.8976 0.3269 -0.297
C 2.6151 -0.4108 0.3222 -0.014
B -3.1802 0.3895 0.8090 0.998
H 2.2171 -0.6524 1.3723 -0.026
H 2.5380 -2.3038 -0.7098 0.251
H 1.7993 -1.0067 -1.6785 0.253
H 3.4772 2.5079 -0.5841 0.242
H 3.7180 -0.5791 0.3340 0.221
H -1.8343 0.8872 -2.9106 0.417
H -0.7068 -1.6376 -1.8854 0.275
H 4.1874 1.4714 0.7712 0.194
H -1.6698 -1.9704 -0.4220 0.245
H -3.4564 1.1219 2.5986 0.541
H 0.2064 1.3266 -1.3646 0.080
H -0.1967 0.6613 1.1563 -0.411
H 2.7918 2.6069 1.0576 0.194
H 0.4886 -3.0635 -0.2258 0.252
H 0.4834 -1.8096 1.0385 0.189
H -3.5702 -1.6271 1.1849 0.437
H -2.7408 2.0413 -2.0911 0.421
H -1.5112 2.5707 0.0474 -0.218
H -3.8663 -1.1172 -0.3790 0.433